Record 1
12
Properties=species:S:1:pos:R:3:lowdin_charge:R:1 method="wB97M-V/def2-TZVPD" energy_ev=-41663.2125 total_charge=+1 e_homo_ev="-12.06 / -14.59" multiplicity=7 largest_force_ev_per_a=4.5 homo_lumo_gap_ev="5.141 / 7.577" s_squared=12.0173 lumo_ha="-0.254 / -0.258"
O -2.14937 0.95678 -1.49341 -0.0626
C -1.68698 0.03736 -0.74834 -0.7055
O -0.48076 0.56003 -0.16502 -0.2384
O -2.04276 -1.08966 -0.53736 0.1858
Mn -0.88066 2.32117 -0.95649 1.4142
C 0.63925 -0.52154 0.27089 -0.1878
C 1.75589 -0.62646 -0.48204 0.1351
C 0.21503 -0.12982 1.54506 0.0744
H 1.74326 -0.28651 -1.52025 0.0886
H 2.66705 -1.04676 -0.05557 0.1003
H -0.75163 -0.45816 1.92930 0.1003
H 0.97167 0.28357 2.21323 0.0956

Record 2
38
Properties=species:S:1:pos:R:3:lowdin_charge:R:1 method="wB97M-V/def2-TZVPD" energy_ev=-50120.6586 total_charge=+2 e_homo_ev="-14.39 / -14.39" largest_force_ev_per_a=0.6 homo_lumo_gap_ev="7.326 / 7.325" lumo_ha="-0.260 / -0.260"
Mo 1.11162 -0.45236 -0.35070 1.4538
N 3.04767 -2.64617 -3.21215 0.2719
C 2.81690 -1.75225 -2.29603 -0.4164
O 1.72888 -1.84692 -1.60263 -0.1770
C 3.73033 -0.62107 -1.95144 -0.1477
C 2.93890 0.41801 -1.13591 -0.2892
H 2.40528 -3.41212 -3.36379 0.1570
H 3.89043 -2.60878 -3.76734 0.1580
H 4.18999 -0.22583 -2.85925 0.1350
H 4.54554 -1.05757 -1.36496 0.1434
H 2.78054 1.31556 -1.73457 0.0399
H 3.52579 0.72075 -0.26796 0.0636
Cl -1.12547 1.27062 6.46348 0.7550
C -0.38787 0.95140 4.94471 -0.6444
C 0.82895 1.55657 4.62509 -0.0315
C 1.45305 1.31287 3.41279 0.0355
C 0.84007 0.46835 2.50648 -0.2502
O 1.47512 0.19986 1.32833 -0.2618
C -0.37979 -0.14515 2.80578 -0.1304
C -1.00482 -1.05040 1.88978 -0.1118
O -0.57540 -1.28281 0.75048 -0.1368
C -0.98804 0.09672 4.04731 -0.0208
H 1.29123 2.21918 5.34464 0.1281
H 2.40339 1.76727 3.17140 0.1381
H -1.91036 -1.57311 2.21571 0.1552
H -1.92315 -0.38863 4.29666 0.1301
S -0.04878 1.10022 -1.54725 0.7187
C -1.75418 0.67816 -1.75045 -0.5913
N -2.57738 1.74234 -1.87455 0.0730
C -3.90124 1.65556 -2.10873 -0.0034
C -4.48591 0.42268 -2.22796 0.0015
C -3.67719 -0.70593 -2.10729 0.0136
C -2.31839 -0.58147 -1.87199 -0.0527
H -2.16067 2.66504 -1.79508 0.1610
H -4.43598 2.59064 -2.19203 0.1526
H -5.54570 0.34567 -2.41886 0.1335
H -4.11312 -1.69125 -2.20901 0.1358
H -1.69026 -1.45565 -1.79272 0.1113

Record 3
91
Properties=species:S:1:pos:R:3:lowdin_charge:R:1 method="wB97M-V/def2-TZVPD" energy_ev=-63248.2482 total_charge=-1 e_above_lowest_kcal_mol=70.5 e_homo_ev=-2.76 largest_force_ev_per_a=6.5 homo_lumo_gap_ev=4.897 lumo_ha=0.079
Li -1.62103 -1.53609 2.15417 0.6677
Li -0.97448 1.37597 1.87463 0.6336
Li -2.79484 -0.34328 -0.36866 0.6109
P -3.28528 0.23820 1.94440 -0.2719
O -4.57392 0.46875 2.68412 -0.4185
O -2.71548 1.25612 0.94064 -0.4918
O -3.49281 -1.11731 1.23184 -0.5229
O -2.17534 0.14440 2.93409 -0.4957
O 0.52323 0.16692 -1.31802 0.1091
C 0.22226 -0.12757 -0.07067 -0.8466
O 0.67026 0.62041 0.76540 -0.0079
O -0.78231 -0.89103 0.20407 -0.1345
H 1.14003 0.85945 -1.06992 0.0611
C 2.33049 -1.87105 4.61646 -0.1784
C 1.32818 -2.63084 5.41882 -0.1896
C 0.05329 -2.07411 4.79085 -0.2106
O 0.29319 -2.12662 3.38475 -0.1560
C 1.76522 -2.08411 3.19380 -0.1332
H 3.30879 -2.30552 4.82205 0.1115
H 2.36640 -0.81374 4.87889 0.0949
H 1.37178 -2.55115 6.50503 0.1142
H 1.46558 -3.69402 5.22163 0.1138
H -0.11612 -1.11466 5.27959 0.1177
H -0.89005 -2.55782 5.04431 0.1260
H 2.08241 -1.28950 2.51847 0.1033
H 2.07999 -3.02652 2.74560 0.1172
C -3.39973 -3.60799 -3.18608 -0.1745
C -2.14124 -3.16996 -3.91311 -0.1448
C -1.85863 -1.84669 -3.10038 -0.1619
O -2.94476 -1.48090 -2.21143 -0.1974
C -4.07389 -2.31377 -2.66224 -0.1458
H -3.21960 -4.23145 -2.31031 0.1165
H -4.15803 -4.11908 -3.77928 0.1038
H -2.21195 -3.05537 -4.99476 0.1008
H -1.39800 -3.94648 -3.73225 0.0952
H -1.74102 -0.98536 -3.75794 0.1150
H -0.92317 -2.10136 -2.60223 0.0898
H -4.72044 -1.75130 -3.33583 0.1139
H -4.69102 -2.59146 -1.80775 0.1241
C 2.76610 -2.07210 -2.23513 -0.1733
C 4.04098 -2.89839 -2.40216 -0.1653
C 3.48701 -4.30670 -2.36095 -0.2323
O 2.47526 -4.23122 -1.38567 -0.1329
C 1.83010 -2.94951 -1.44258 -0.1706
H 2.27810 -1.77145 -3.16227 0.1167
H 3.07812 -1.19581 -1.66693 0.0952
H 4.76334 -2.66078 -1.62125 0.1111
H 4.51700 -2.68141 -3.35842 0.1052
H 4.25903 -5.04267 -2.13638 0.1124
H 3.06356 -4.69493 -3.28727 0.1143
H 1.68223 -2.50934 -0.45644 0.1166
H 0.86975 -3.07651 -1.94229 0.1053
C 0.40527 3.27617 5.23104 -0.1585
C 1.64023 2.46998 5.02625 -0.1659
C 1.52614 1.97444 3.54942 -0.1872
O 0.23657 2.33304 3.12381 -0.1832
C -0.55077 2.61153 4.25496 -0.2055
H 0.61010 4.25991 4.80869 0.1166
H 0.04319 3.34673 6.25673 0.1177
H 1.80614 1.57632 5.62787 0.1002
H 2.50861 3.12578 5.08900 0.1019
H 1.78631 0.92165 3.43968 0.0942
H 2.31764 2.42309 2.94913 0.1153
H -1.11929 1.72398 4.53268 0.1161
H -1.31888 3.31663 3.93727 0.1333
C 3.39047 4.39601 -2.07034 -0.1724
C 4.24616 3.19914 -1.64311 -0.1771
C 3.22489 2.11912 -1.26475 -0.1748
O 1.90022 2.74702 -1.23449 -0.1339
C 2.09085 4.15578 -1.34762 -0.2063
H 3.14292 4.21938 -3.11706 0.1110
H 3.86808 5.35543 -1.87160 0.1129
H 4.82489 3.45093 -0.75441 0.1027
H 4.95531 2.88787 -2.41012 0.1056
H 3.50907 1.62862 -0.33376 0.1203
H 3.39090 1.42446 -2.08816 0.1098
H 2.16555 4.69757 -0.40476 0.1228
H 1.28393 4.43990 -2.02309 0.1263
C -3.19150 2.31632 -3.64908 -0.1588
C -4.70289 2.04025 -3.76563 -0.1431
C -5.07082 1.41002 -2.33374 -0.1378
O -3.82947 0.85490 -1.88660 -0.2087
C -2.76386 1.70399 -2.29082 -0.1800
H -3.08541 3.37226 -3.89772 0.0964
H -2.75468 1.80022 -4.50403 0.0922
H -4.82135 1.29143 -4.54879 0.0921
H -5.16695 3.00324 -3.97870 0.0933
H -5.93077 0.74030 -2.33934 0.1133
H -5.39442 2.20040 -1.65648 0.1163
H -1.88744 1.05856 -2.34942 0.1041
H -2.49351 2.44437 -1.53794 0.1183